A 2-piece molecular cluster, C3H12N2O overall, computed with wB97M-V/def2-TZVPD.

```
18
Properties=species:S:1:pos:R:3:mulliken_charge:R:1
C 1.033 0.791 -0.064 -1.46
C -0.389 0.711 -0.596 0.58
N -0.802 1.993 -1.161 -0.63
C -0.513 -0.344 -1.679 -0.76
N -0.136 -1.679 -1.190 -0.55
H 1.438 -0.198 0.088 0.42
H 1.106 1.323 0.887 0.34
H 1.669 1.362 -0.763 0.38
H -1.084 0.415 0.208 0.23
H -1.755 2.260 -0.981 0.20
H -0.203 2.775 -0.942 0.20
H -1.548 -0.276 -2.041 0.27
H 0.177 -0.099 -2.484 0.35
H -0.811 -2.003 -0.504 0.20
H -0.231 -2.338 -1.953 0.24
O 1.006 -1.698 4.178 -0.64
H 0.905 -0.890 4.715 0.32
H 0.136 -2.105 4.280 0.32
```

Results
* SMILES: C[C@@H](N)CN.O
* energy above the lowest of the compared OMol25 structures with the same formula, charge and spin: 4.5 kcal per mole
* spin multiplicity: 1
* E_tot: -306.23671 Eh
* lowest unoccupied orbital energy: 0.8 eV
* orbital gap: 9.80 eV
* HOMO: -8.984 eV